No. 1
Computed, not measured: 3 unconnected molecules or ions with the total composition C17H43ClN7O4P2S in a non-equilibrium geometry, with wB97M-V/def2-TZVPD.

The HOMO-LUMO gap comes out at 4.469 eV.

Structure (ORCA input):
```
! RIJCOSX wB97M-V def2-TZVPD def2/J DEFGRID3
* xyz 1 1
C 2.0673 -5.1513 3.6551
C 1.5662 -4.1627 3.1426
S 0.8003 -2.8565 2.1463
O 1.0477 -1.3832 2.9109
N 0.9408 -1.4841 4.3174
O 0.5788 -0.4338 4.6784
C -1.0502 -3.2156 2.0238
Cl -1.1684 -4.7441 1.0811
C -1.6137 -3.2795 3.5061
C -3.0019 -4.0362 3.6800
H 2.6885 -6.0561 3.9047
H -1.4897 -2.3046 1.5164
H -1.7953 -2.1968 3.8248
H -0.8704 -3.6834 4.2688
H -3.2610 -4.7617 2.8586
H -3.8593 -3.3111 3.7728
H -2.9175 -4.6567 4.6309
O 0.0597 5.9454 1.3005
P 0.3490 4.6082 1.9888
N 1.2019 5.2891 3.2883
C 2.6114 5.5404 3.4706
C 0.3971 5.9321 4.3189
N 1.2264 3.9767 0.6464
C 2.6584 3.7617 0.5439
C 0.7229 4.3805 -0.6739
N 0.5664 3.0471 2.7785
C 1.6702 2.5309 3.5522
C -0.3379 2.0025 2.3017
H 2.9245 5.2121 4.4702
H 2.8517 6.6033 3.3691
H 3.2457 4.9974 2.7760
H 0.0678 5.1928 5.0599
H -0.4947 6.3990 3.8908
H 0.9408 6.7196 4.8452
H 3.2339 4.6637 0.7653
H 2.9481 3.4650 -0.4685
H 2.9910 2.9290 1.1654
H 1.1173 5.3540 -0.9828
H -0.3671 4.4368 -0.6767
H 0.9923 3.6452 -1.4383
H 2.6533 2.8355 3.1916
H 1.6880 1.4410 3.5773
H 1.5890 2.8571 4.5970
H 0.0914 1.4731 1.4399
H -1.2905 2.4355 1.9906
H -0.5640 1.2750 3.0874
O -2.3768 -1.4530 -2.4702
P -1.8032 -1.9237 -3.8139
N -1.1743 -3.3804 -3.2023
C 0.1255 -3.7037 -2.6771
C -2.1373 -4.4458 -2.9539
N -0.7620 -0.5619 -3.9772
C 0.6821 -0.5284 -3.8420
C -1.3042 0.7040 -3.4652
N -1.2523 -2.4499 -5.3965
C -0.0835 -3.2043 -5.7831
C -1.8719 -1.7385 -6.5169
H 0.4751 -4.6546 -3.0995
H 0.1078 -3.7989 -1.5862
H 0.8949 -2.9785 -2.9259
H -2.3032 -5.0253 -3.8698
H -3.1019 -4.0417 -2.6319
H -1.8110 -5.1361 -2.1715
H 1.0230 -0.9405 -2.8879
H 1.0648 0.4957 -3.8774
H 1.1811 -1.0224 -4.6763
H -1.1393 0.8146 -2.3874
H -2.3761 0.7765 -3.6562
H -0.8463 1.5596 -3.9696
H 0.8118 -2.9725 -5.2051
H 0.1844 -3.0427 -6.8279
H -0.2709 -4.2804 -5.6795
H -1.3040 -0.8356 -6.7707
H -2.8892 -1.4366 -6.2612
H -1.9451 -2.3715 -7.4054
*
```



No. 2
Computed, not measured: a molecular structure, C14H25Cl8MgO6 in a non-equilibrium geometry, with wB97M-V/def2-TZVPD.

The HOMO-LUMO gap comes out at 7.167 eV.

Structure (ORCA input):
```
! RIJCOSX wB97M-V def2-TZVPD def2/J DEFGRID3
* xyz -1 1
Mg 0.0543 -2.2059 -1.5531
C -3.6274 -3.3707 -2.7992
C -2.2944 -4.0743 -2.7295
O -1.3446 -3.5402 -2.0525
O -2.1211 -5.1322 -3.3640
H -4.1619 -3.4489 -1.8481
H -4.2571 -3.7995 -3.5738
H -3.4501 -2.2995 -2.9181
C 0.2467 -4.5398 1.8144
C 0.5423 -4.6949 0.3473
O 0.3714 -5.7692 -0.2254
O 0.7312 -3.5944 -0.3032
H 0.8371 -3.7056 2.1916
H 0.6257 -5.4551 2.2775
H -0.8190 -4.5067 2.0156
C -0.7476 1.4216 -0.3816
C -0.4228 0.0337 -0.8319
O 0.5151 -0.6473 -0.3312
O -1.0981 -0.5907 -1.7016
H 0.1999 1.9597 -0.3723
H -1.0878 1.4321 0.6541
H -1.4479 1.8838 -1.0700
Cl -1.3385 2.2948 3.7129
C -2.0009 0.7213 3.1253
C -0.8920 -0.3201 3.1380
Cl -1.6243 -1.9265 3.1569
H -2.4018 0.8863 2.1269
H -2.8598 0.3856 3.7018
H -0.1959 -0.2437 3.9700
H -0.2591 -0.2866 2.2501
Cl 5.6755 -4.3673 -0.2816
C 4.6723 -3.2310 0.6182
C 3.9922 -2.2798 -0.3296
Cl 5.0942 -1.2353 -1.2603
H 5.1647 -2.7932 1.4852
H 3.8790 -3.7991 1.1126
H 3.2728 -1.6038 0.1439
H 3.2577 -2.7531 -0.9806
Cl 0.2553 4.4248 -1.8477
C -0.8402 4.6470 -3.2624
C -2.1867 5.1413 -2.7345
Cl -2.8996 5.9976 -4.1696
H -0.8422 3.7016 -3.7933
H -0.3671 5.4475 -3.8189
H -2.0489 5.8845 -1.9592
H -2.8961 4.3473 -2.5317
Cl 2.6270 5.9762 1.0789
C 1.4725 5.1734 2.1699
C 1.0873 3.7632 1.7261
Cl 2.4404 2.6275 1.8066
H 0.6032 5.8134 2.3088
H 1.9861 5.1786 3.1291
H 0.6867 3.7558 0.7104
H 0.2424 3.3160 2.2524
*
```



The calculation returns the following M values, one per record and in order: 539.04, 597.28 g/mol.
The calculation returns the following electronic energy values, one per record and in order: -78861.059, -132839.661 eV.
The calculation returns the following HOMO level values, one per record and in order: -9.58, -5.32 eV.